Record 1
The following is a quantum chemistry calculation of 3 unconnected molecules or ions with the total composition C41H67F4N2O5PS2 in a non-equilibrium geometry, from the Open Molecules 2025 dataset.

SMILES: CCNc1cc(CC(=O)F)c2c(c1COC(F)(F)F)Nc1c(CCCCO)c(CSCC)c(COCC)c(P(C)O)c1S2.CCCCCC.CCCCCC
Molecular weight (g mol⁻¹): 839.10
2S+1: 1
Kohn-Sham gap (Ha): 0.306
Total charge: 0
E_LUMO (eV): 0.191
E (Ha): -3625.24349

Bonds (Å) are listed after each position.
Cartesian coordinates (Å):
1 C -1.75117 -5.86753 -4.91813  C2 1.584, H44 1.124, H45 1.132, H46 1.132
2 C -3.17199 -6.14330 -4.27370  C1 1.584, N3 1.507, H47 1.121, H48 1.128
3 N -3.13964 -7.16148 -3.16317  C2 1.507, C4 1.464, H49 1.025
4 C -2.44207 -6.48704 -2.06660  N3 1.464, C5 1.481, C13 1.488
5 C -1.06347 -6.96201 -1.80747  C4 1.481, C6 1.469, H50 1.115
6 C -0.25276 -6.33097 -0.75696  C5 1.469, C7 1.576, C11 1.460
7 C 1.22664 -6.79666 -0.47477  C6 1.576, C8 1.564, H51 1.123, H52 1.129
8 C 1.35441 -8.35563 -0.45696  C7 1.564, O9 1.184, F10 1.405
9 O 0.45480 -9.08649 -0.21457  C8 1.184
10 F 2.58029 -8.97966 -0.74237  C8 1.405
11 C -0.86649 -5.24834 0.00646  C6 1.460, C12 1.487, S43 1.838
12 C -2.25317 -4.75920 -0.21224  C11 1.487, C13 1.490, N20 1.441
13 C -3.07959 -5.40172 -1.27270  C4 1.488, C12 1.490, C14 1.561
14 C -4.54658 -4.91936 -1.50274  C13 1.561, O15 1.445, H53 1.135, H54 1.134
15 O -5.41182 -5.91812 -2.08714  C14 1.445, C16 1.372
16 C -6.42765 -5.34683 -2.81167  O15 1.372, F17 1.357, F18 1.389, F19 1.393
17 F -7.36236 -6.24936 -3.20368  C16 1.357
18 F -5.97394 -4.72546 -3.96831  C16 1.389
19 F -7.06281 -4.36813 -2.05125  C16 1.393
20 N -2.77132 -3.68920 0.60258  C12 1.441, C21 1.442, H55 1.019
21 C -1.93721 -2.51305 0.61338  N20 1.442, C22 1.486, C42 1.485
22 C -2.42769 -1.14982 0.28387  C21 1.486, C23 1.580, C28 1.471
23 C -3.95401 -1.02281 -0.10512  C22 1.580, C24 1.606, H56 1.125, H57 1.120
24 C -4.74646 -1.04530 1.29107  C23 1.606, C25 1.579, H58 1.132, H59 1.127
25 C -6.31162 -1.12520 1.10005  C24 1.579, C26 1.590, H60 1.124, H61 1.122
26 C -6.74735 -2.50933 0.45016  C25 1.590, O27 1.447, H62 1.127, H63 1.127
27 O -8.18119 -2.58384 0.62755  C26 1.447, H64 0.977
28 C -1.52765 0.01372 0.31000  C22 1.471, C29 1.559, C33 1.488
29 C -2.10429 1.40518 -0.09275  C28 1.559, S30 1.867, H65 1.121, H66 1.121
30 S -2.42144 1.51675 -1.92972  C29 1.867, C31 1.838
31 C -1.11318 0.58500 -2.82269  S30 1.838, C32 1.600, H67 1.123, H68 1.128
32 C -1.74438 -0.38735 -3.92557  C31 1.600, H69 1.124, H70 1.121, H71 1.123
33 C -0.10358 -0.14324 0.71161  C28 1.488, C34 1.589, C38 1.479
34 C 0.88317 1.10179 0.75252  C33 1.589, O35 1.429, H72 1.120, H73 1.136
35 O 0.85235 1.78220 2.00831  C34 1.429, C36 1.443
36 C 2.08575 1.65964 2.74794  O35 1.443, C37 1.600, H74 1.123, H75 1.120
37 C 1.70511 0.91320 4.11051  C36 1.600, H76 1.122, H77 1.120, H78 1.120
38 C 0.42387 -1.48391 1.04565  C33 1.479, P39 1.877, C42 1.468
39 P 2.23688 -1.60969 1.51534  C38 1.877, C40 1.910, O41 1.691
40 C 3.10201 -1.86857 -0.16720  P39 1.910, H79 1.119, H80 1.132, H81 1.132
41 O 2.54028 -2.94591 2.50645  P39 1.691, H82 0.980
42 C -0.49934 -2.62313 0.96991  C21 1.485, C38 1.468, S43 1.839
43 S 0.05376 -4.34250 1.31480  C11 1.838, C42 1.839
44 H -1.17019 -6.80167 -5.15105  C1 1.124
45 H -1.91175 -5.23244 -5.84086  C1 1.132
46 H -1.19682 -5.19114 -4.19951  C1 1.132
47 H -3.57573 -5.15480 -3.93092  C2 1.121
48 H -3.86130 -6.49610 -5.09460  C2 1.128
49 H -2.53588 -7.90890 -3.51966  N3 1.025
50 H -0.60878 -7.77368 -2.42147  C5 1.115
51 H 1.96214 -6.34193 -1.19125  C7 1.123
52 H 1.51063 -6.42434 0.55282  C7 1.129
53 H -4.97322 -4.69503 -0.47539  C14 1.135
54 H -4.59881 -3.94536 -2.08022  C14 1.134
55 H -3.74931 -3.48020 0.40966  N20 1.019
56 H -4.29328 -1.86093 -0.77441  C23 1.125
57 H -4.17366 -0.06091 -0.63528  C23 1.120
58 H -4.41436 -1.94379 1.89481  C24 1.132
59 H -4.44848 -0.10850 1.84130  C24 1.127
60 H -6.64277 -0.26398 0.45769  C25 1.124
61 H -6.79327 -1.04299 2.10974  C25 1.122
62 H -6.29265 -3.38980 0.98690  C26 1.127
63 H -6.47581 -2.45920 -0.64258  C26 1.127
64 H -8.54379 -3.19007 -0.04703  O27 0.977
65 H -1.45218 2.26811 0.20304  C29 1.121
66 H -3.09012 1.53773 0.42502  C29 1.121
67 H -0.49463 -0.05924 -2.14242  C31 1.123
68 H -0.43351 1.30024 -3.36969  C31 1.128
69 H -1.18868 -1.36049 -4.01741  C32 1.124
70 H -1.69531 0.11184 -4.92771  C32 1.121
71 H -2.78801 -0.62341 -3.58593  C32 1.123
72 H 1.90442 0.83861 0.37448  C34 1.120
73 H 0.44984 1.82481 -0.00832  C34 1.136
74 H 2.49746 2.68217 2.96446  C36 1.123
75 H 2.87060 1.02131 2.26824  C36 1.120
76 H 1.03271 0.06081 3.82660  C37 1.122
77 H 1.10271 1.61465 4.74325  C37 1.120
78 H 2.61086 0.48770 4.61358  C37 1.120
79 H 3.70190 -2.81307 -0.19826  C40 1.119
80 H 2.33150 -1.81266 -0.99457  C40 1.132
81 H 3.73273 -0.93903 -0.30455  C40 1.132
82 H 2.66002 -3.73808 1.94238  O41 0.980
83 C 2.24464 8.61125 1.98324  C84 1.524, H89 1.092, H90 1.093, H91 1.093
84 C 0.88216 8.19377 2.52286  C83 1.524, C85 1.529, H92 1.094, H93 1.095
85 C 0.90281 6.84208 3.23712  C84 1.529, C86 1.530, H94 1.095, H95 1.096
86 C 1.29393 5.64883 2.36221  C85 1.530, C87 1.525, H96 1.096, H97 1.095
87 C 0.42314 5.42377 1.13009  C86 1.525, C88 1.522, H98 1.095, H99 1.094
88 C -1.02934 5.11795 1.46595  C87 1.522, H100 1.093, H101 1.093, H102 1.092
89 H 2.60943 7.91557 1.22439  C83 1.092
90 H 2.18067 9.59924 1.52057  C83 1.093
91 H 2.98257 8.66458 2.78735  C83 1.093
92 H 0.15046 8.18573 1.70971  C84 1.094
93 H 0.54209 8.95370 3.23349  C84 1.095
94 H -0.08256 6.66279 3.67898  C85 1.095
95 H 1.60210 6.89635 4.07894  C85 1.096
96 H 1.26721 4.74505 2.98076  C86 1.096
97 H 2.33465 5.76128 2.03935  C86 1.095
98 H 0.83397 4.57919 0.56666  C87 1.095
99 H 0.47046 6.28953 0.46236  C87 1.094
100 H -1.10312 4.22961 2.09925  C88 1.093
101 H -1.59527 4.92819 0.55014  C88 1.093
102 H -1.50928 5.95136 1.98346  C88 1.092
103 C 5.24440 2.35328 0.28377  C104 1.523, H109 1.092, H110 1.094, H111 1.093
104 C 6.10016 3.19999 1.21690  C103 1.523, C105 1.529, H112 1.094, H113 1.095
105 C 5.72667 4.68277 1.20022  C104 1.529, C106 1.531, H114 1.095, H115 1.096
106 C 5.90785 5.38662 -0.14698  C105 1.531, C107 1.529, H116 1.095, H117 1.095
107 C 7.32132 5.33029 -0.72703  C106 1.529, C108 1.524, H118 1.095, H119 1.094
108 C 8.36185 6.01856 0.14832  C107 1.524, H120 1.093, H121 1.092, H122 1.092
109 H 5.37169 2.64682 -0.76041  C103 1.092
110 H 5.52611 1.29994 0.36715  C103 1.094
111 H 4.18551 2.44011 0.54191  C103 1.093
112 H 7.15725 3.06821 0.96853  C104 1.094
113 H 5.97639 2.82525 2.23802  C104 1.095
114 H 6.31418 5.20146 1.96438  C105 1.095
115 H 4.67935 4.78800 1.50599  C105 1.096
116 H 5.61481 6.43562 -0.02951  C106 1.095
117 H 5.21127 4.96149 -0.87695  C106 1.095
118 H 7.31249 5.81984 -1.70602  C107 1.095
119 H 7.62024 4.29310 -0.90608  C107 1.094
120 H 8.10408 7.06876 0.30678  C108 1.093
121 H 9.34268 5.98106 -0.33082  C108 1.092
122 H 8.45271 5.53531 1.12335  C108 1.092



Record 2
The following is a quantum chemistry calculation of 2 unconnected molecules or ions with the total composition C2H3O2S2 in a non-equilibrium geometry, from the Open Molecules 2025 dataset.

Relative energy (zero: lowest compared OMol25 entry of this formula, charge and spin) (eV): 2.795
Molecular weight (g mol⁻¹): 123.18
2S+1: 1
Kohn-Sham gap (Ha): 0.283
Total charge: -1
E_LUMO (eV): 3.723
E (Ha): -1024.83148

Bonds (Å) are listed after each position.
Cartesian coordinates (Å):
1 C 0.91220 -0.67762 -0.75421  C2 1.247, H7 1.138
2 C 2.01215 -0.50169 -1.31383  C1 1.247, H9 1.067
3 O -1.95692 1.46763 0.75396  S6 1.449
4 O -1.45692 -0.90692 1.29596  S6 1.489
5 S -3.45090 -0.41815 -1.06812  S6 2.383, H8 1.415
6 S -2.47750 0.14435 1.03260  O3 1.449, O4 1.489, S5 2.383
7 H 0.16628 -0.66593 0.10530  C1 1.138
8 H -2.16910 -0.62993 -1.62924  S5 1.415
9 H 2.59584 -0.66043 -2.19303  C2 1.067